No. 1
Below is a structure of composition F6InN3O12S6, with properties calculated with wB97M-V/def2-TZVPD.

Values from the calculation:
Frontier orbital gap (spin up / spin down) = 6.79 / 3.38 eV

Structure (ORCA input):
```
! RIJCOSX wB97M-V def2-TZVPD def2/J DEFGRID3
* xyz -1 2
In -7.71322 3.04815 -20.74692
N -9.46483 2.89705 -23.07223
S -9.50035 2.08968 -24.43450
O -8.90964 2.65525 -25.59351
O -10.56146 1.04883 -24.62830
F -8.25461 1.08520 -24.10900
S -10.79252 3.77850 -23.44294
O -12.08892 3.23835 -23.13527
O -10.83750 4.78372 -24.55202
F -10.62613 4.81670 -22.21763
N -5.46934 4.61171 -19.61718
S -5.10269 4.98111 -17.97688
O -4.79145 6.38379 -17.64674
O -4.51308 3.98639 -17.11968
F -6.57656 4.84629 -17.32534
S -4.36763 5.43364 -20.15763
O -2.98117 5.14776 -19.76781
O -4.78333 6.79519 -20.48768
F -4.51025 4.80648 -21.59828
N -9.39359 5.00019 -19.56484
S -9.09886 6.67309 -19.15889
O -8.64316 7.04084 -17.86008
O -9.89876 7.59153 -19.95120
F -7.69778 6.70645 -20.00196
S -10.67938 5.11069 -18.68472
O -11.85932 5.86458 -19.14713
O -10.66856 4.81272 -17.25802
F -11.08793 3.71457 -19.21664
*
```



No. 2
Below is the molecule C5H9N3, with properties calculated with wB97M-V/def2-TZVPD.

Values from the calculation:
Structure (SMILES) = N[C@H]1CN2N=CC[C@@H]12
Frontier orbital gap = 9.27 eV

Structure (ORCA input):
```
! RIJCOSX wB97M-V def2-TZVPD def2/J DEFGRID3
* xyz 0 1
N 1.64208 -0.93763 -0.71368
C 1.37832 0.00662 0.31231
C 0.84181 1.36910 -0.20723
N -0.42883 1.07160 0.45185
N -1.52988 0.79302 -0.51626
C -1.70682 -0.42132 -0.53558
C -0.85198 -1.26642 0.38136
C 0.00848 -0.18626 0.96289
H 2.14956 -0.46751 -1.56415
H 2.30250 -1.81024 -0.42538
H 2.03996 0.12616 1.27210
H 1.35012 2.26976 0.07002
H 0.74605 1.31309 -1.23470
H -2.54336 -0.77830 -1.06198
H -1.46972 -1.70075 1.21855
H -0.55526 -2.13677 -0.37323
H 0.17774 -0.31462 2.06288
*
```



No. 3
Below is a cluster of 6 separate species, C10H33N3O10 in total, with properties calculated with wB97M-V/def2-TZVPD.

Values from the calculation:
Frontier orbital gap = 5.68 eV

Structure (ORCA input):
```
! RIJCOSX wB97M-V def2-TZVPD def2/J DEFGRID3
* xyz 0 1
N -13.30715 2.41429 -17.46990
H -13.86864 2.10666 -18.25105
H -13.53950 1.89574 -16.63491
H -13.44947 3.37224 -17.18320
H -12.30691 2.40210 -17.60945
N -9.51236 1.61908 -20.54627
O -9.96641 2.20799 -21.49916
O -8.89727 0.54587 -20.72144
O -9.74434 2.12571 -19.46571
C -10.01924 -1.67554 -15.27185
C -10.84281 -2.00395 -14.07568
O -11.60013 -0.89136 -13.64582
O -10.83600 -1.11997 -16.36559
H -9.38601 -2.41285 -15.76529
H -9.39517 -0.81144 -15.04387
H -10.04336 -2.27200 -13.38494
H -11.65642 -2.70762 -14.25169
H -12.39431 -0.65233 -14.12932
H -10.11710 -0.78985 -16.90946
C -14.65121 -0.02044 -23.22585
C -14.51119 1.01366 -24.30866
O -15.33751 2.12702 -24.03210
O -14.28395 0.63150 -22.00869
H -13.78509 -0.63314 -23.47593
H -15.53290 -0.65568 -23.14095
H -14.76970 0.54365 -25.25754
H -13.49067 1.34855 -24.49437
H -16.26065 1.86373 -24.02216
H -13.63169 1.27819 -22.28788
C -17.13463 -1.46954 -12.75251
C -16.69999 -0.07675 -13.06447
O -15.97226 0.06183 -14.24637
O -18.30512 -1.88764 -13.54283
H -17.48785 -1.50462 -11.72192
H -16.38542 -2.25731 -12.83121
H -16.11265 0.34072 -12.24663
H -17.58032 0.56546 -13.09080
H -16.59904 -0.04680 -14.96536
H -18.79461 -2.59289 -13.11316
C -12.50308 8.19446 -15.03490
C -13.17716 7.26093 -15.97030
C -12.81485 7.54726 -17.49074
O -13.29038 6.53187 -18.30547
C -13.02543 6.68642 -19.70550
N -12.84136 5.88025 -15.51678
H -11.43330 8.24146 -15.23851
H -12.71168 8.17456 -13.96523
H -12.93171 9.17762 -15.22926
H -14.25503 7.34211 -15.82991
H -11.73798 7.71125 -17.53031
H -13.17233 8.52457 -17.81506
H -13.51702 5.81842 -20.14484
H -11.96625 6.58934 -19.94382
H -13.41415 7.66048 -20.00249
H -12.94301 5.85437 -14.51224
H -11.83155 5.90018 -15.51567
*
```



No. 4
Below is a structure of composition C19H24AuN6O4, with properties calculated with wB97M-V/def2-TZVPD.

Values from the calculation:
Frontier orbital gap = 4.80 eV

Structure (ORCA input):
```
! RIJCOSX wB97M-V def2-TZVPD def2/J DEFGRID3
* xyz 3 1
Au 0.15429 -0.13648 -0.33555
O 1.39525 -5.47295 3.69182
C 0.10874 -4.92101 3.68330
C 0.10274 -3.77370 2.72045
C -1.08442 -3.12580 2.37213
C -1.04589 -2.08836 1.47476
N 0.11801 -1.68690 0.92634
C 1.29171 -2.27534 1.26337
C 1.29730 -3.31941 2.16126
C 2.50061 -1.67373 0.67299
C 3.75609 -2.23081 0.75776
C 4.85265 -1.56474 0.20564
C 6.21397 -2.19671 0.30228
O 6.03289 -3.55202 -0.03830
C 4.63168 -0.34899 -0.42631
C 3.34509 0.15119 -0.49592
N 2.30529 -0.49326 0.03630
H 1.44262 -6.20330 4.32039
H -0.18917 -4.53497 4.66780
H -0.66090 -5.63952 3.37621
H -2.03644 -3.42274 2.79272
H -1.94526 -1.56491 1.17765
H 2.22297 -3.78579 2.46658
H 3.90909 -3.19190 1.22975
H 6.56595 -2.08229 1.33596
H 6.92167 -1.67761 -0.34813
H 6.87565 -4.01913 0.01845
H 5.44529 0.21211 -0.86649
H 3.14762 1.09215 -0.98928
O 2.91007 -5.58579 -3.66467
C 1.84821 -5.36701 -4.55804
N 0.93204 -4.51362 -3.81422
C 0.12909 -3.62034 -4.41112
O 0.04168 -3.40418 -5.59652
C -0.73634 -2.77556 -3.48858
C -2.08504 -2.60067 -3.79016
C -2.85498 -1.74251 -3.02026
C -2.25315 -1.03422 -1.99849
N -0.94053 -1.18790 -1.74342
C -0.18582 -2.05383 -2.45097
H 3.48004 -6.28389 -4.00909
H 1.35064 -6.29707 -4.84330
H 2.14271 -4.83447 -5.46350
H 0.86251 -4.70395 -2.82724
H -2.51290 -3.13185 -4.63221
H -3.90885 -1.59774 -3.21570
H -2.80952 -0.33534 -1.38965
H 0.86747 -2.12941 -2.20594
N 0.85476 2.49564 -0.44832
N 0.13501 1.65126 -1.33578
H 0.31285 3.30303 -0.15687
H 1.75517 2.76481 -0.82399
H 0.49276 1.64733 -2.29441
H -0.83655 1.96638 -1.38647
*
```



No. 5
Below is a structure of composition C17H29N2O5S2, with properties calculated with wB97M-V/def2-TZVPD.

Values from the calculation:
Frontier orbital gap = 6.84 eV

Structure (ORCA input):
```
! RIJCOSX wB97M-V def2-TZVPD def2/J DEFGRID3
* xyz -1 1
C -1.65511 0.48829 5.60153
C -2.04379 -0.09484 4.14173
C -1.26562 -1.45570 3.78110
C -0.16225 -1.23857 2.62941
C -0.24847 -2.34888 1.43514
C 0.27564 -1.62657 0.10528
S -0.40296 -2.39323 -1.46412
O -0.61219 -3.88530 -1.27805
O -1.77540 -1.77229 -1.65264
N 0.72335 -1.97531 -2.68256
S -0.00066 -2.05084 -4.24843
O -0.98038 -3.22606 -4.20926
O -0.80382 -0.83274 -4.62982
C 1.29401 -2.53248 -5.47777
C 2.36068 -1.39362 -5.81306
C 2.18532 0.11710 -5.56440
C 3.32230 1.09294 -5.94502
C 4.63761 0.60314 -6.58062
C 4.86250 -0.91346 -6.85705
C 3.71300 -1.87924 -6.44494
C 3.99878 -3.45154 -6.70711
H -0.82478 -0.13575 6.10044
H -2.55925 0.51853 6.31046
H -1.32425 1.57413 5.44203
H -1.87064 0.73957 3.37465
H -3.17228 -0.32282 4.18638
H -2.03096 -2.20567 3.39253
H -0.74987 -1.86073 4.71999
H 0.89829 -1.21400 3.07583
H -0.33582 -0.20447 2.15011
H 0.50786 -3.16205 1.73684
H -1.29401 -2.79200 1.36197
H 0.06631 -0.50918 0.05966
H 1.41877 -1.79202 0.04516
H 0.82803 -3.00212 -6.42413
H 1.89102 -3.39530 -4.99242
H 1.23986 0.52086 -5.08193
H 3.20075 2.20626 -5.76001
H 5.46882 1.33829 -6.83906
H 5.82384 -1.31656 -7.34060
H 4.61393 -3.81751 -5.79771
H 3.04740 -4.07184 -6.77265
H 4.68194 -3.61258 -7.61640
C -2.75276 3.68845 4.54450
O -1.71231 3.05839 4.52228
N -3.06004 4.66995 5.44037
C -4.32378 5.37609 5.40174
C -2.09222 5.01735 6.46281
H -3.55573 3.50433 3.81281
H -4.13168 6.44266 5.25812
H -4.84673 5.22281 6.34934
H -4.94948 5.01261 4.58526
H -1.16679 5.34631 5.98363
H -1.87766 4.13350 7.06855
H -2.47834 5.81372 7.10010
*
```



No. 6
Below is a structure of composition C5H8O2, with properties calculated with wB97M-V/def2-TZVPD.

Values from the calculation:
Frontier orbital gap (spin up / spin down) = 9.06 / 9.06 eV

Structure (ORCA input):
```
! RIJCOSX wB97M-V def2-TZVPD def2/J DEFGRID3
* xyz 0 1
C -0.38839 -1.70136 -0.39819
C -0.23386 -0.28981 0.01813
O -1.46794 0.32407 0.54719
C 0.69447 0.22955 1.11006
C 0.55703 1.45221 0.36165
O 1.57652 0.92140 -1.23161
C 0.28589 0.93341 -0.91795
H 0.56529 -2.05068 -0.79350
H -0.67324 -2.34008 0.44216
H -1.13274 -1.80260 -1.19758
H -2.01806 0.42718 -0.24961
H 0.32928 0.23976 2.11752
H 1.69614 -0.13462 1.10745
H 0.66473 2.45473 0.71248
H -0.45512 1.33684 -1.62821
*
```